ORCA calculation (ωB97M-V with the def2-TZVPD basis set) on a structure of composition C20H64F2HgNO16S2 at a distorted geometry.

Structure (XYZ):
```
106
Properties=species:S:1:pos:R:3:forces:R:3
Hg 1.4977 3.0895 4.3200 0.21 -0.15 -0.63
N 0.6266 0.7858 2.0605 1.00 1.40 -4.41
S -0.0483 -0.5774 1.7219 -3.09 -7.95 4.04
O 0.7912 -1.7162 1.2946 -1.19 2.96 -0.58
O -1.4476 -0.5811 1.3284 2.11 0.85 -0.04
F -0.0953 -0.9123 3.2532 -0.77 -0.35 0.88
S 1.1778 0.8556 0.4120 3.51 4.67 -3.51
O 0.2136 0.6626 -0.6738 1.26 0.09 2.84
O 2.5445 0.4041 0.1672 -2.55 0.57 1.25
F 1.3448 2.5089 0.5117 -0.24 -1.86 -0.15
O 4.5691 3.0160 2.9313 -0.47 -0.04 0.32
H 5.2877 3.5824 3.2124 0.19 0.21 0.15
H 4.8410 2.6913 2.0729 -0.05 -0.17 -0.32
O 0.5886 6.3460 3.3536 0.20 -0.51 0.24
H 0.3624 6.6496 2.4744 -0.11 0.04 -0.44
H 0.3355 7.0677 3.9292 -0.06 0.18 0.22
C 1.5979 0.9910 -6.1873 -0.75 0.90 0.16
C 1.5937 -0.4733 -5.7225 2.24 1.50 -0.39
O 2.9494 -0.8526 -6.0061 -0.42 -1.57 -0.99
H 2.5418 1.5330 -6.1300 0.20 -0.40 0.84
H 0.8592 1.4909 -5.5608 -0.18 0.52 -0.34
H 1.4045 1.1305 -7.2509 -0.63 -0.45 0.03
H 0.8800 -0.9805 -6.3717 0.36 -0.64 0.34
H 1.3957 -0.5667 -4.6547 -0.31 -0.08 -0.13
H 3.6144 -0.7535 -5.3208 -0.46 0.20 0.55
C 2.4982 -6.5454 4.4204 -0.29 -1.41 -0.67
C 3.3653 -6.9566 3.2268 -0.37 0.11 0.97
O 3.6719 -5.7673 2.5060 1.08 -0.44 -0.17
H 3.0304 -5.8288 5.0460 -0.42 0.31 -0.31
H 2.2533 -7.4050 5.0442 0.15 -0.18 0.09
H 1.5427 -6.2747 3.9711 -0.10 0.88 0.54
H 2.9341 -7.7291 2.5901 -0.59 0.20 -0.15
H 4.2240 -7.4874 3.6380 0.77 0.79 -0.39
H 2.8712 -5.3673 2.1590 -0.21 -0.21 0.10
C -0.5846 -5.0832 -1.8077 -0.04 0.06 -0.01
C -2.0940 -5.2651 -1.5297 2.00 1.27 0.64
O -2.6761 -6.2436 -2.2805 -0.75 -1.46 -0.77
H -0.2721 -5.4028 -2.8019 -0.40 -0.07 -0.13
H 0.0513 -5.6306 -1.1119 -0.20 -0.19 0.12
H -0.2839 -4.0391 -1.7215 -0.18 0.08 0.09
H -2.6150 -4.3320 -1.7442 -0.02 0.49 0.30
H -2.2341 -5.5511 -0.4872 0.08 0.57 0.43
H -3.4450 -6.4278 -1.7360 -0.49 -0.70 -0.64
C 5.4668 -3.1326 -2.4341 1.13 1.22 -0.36
C 6.1926 -1.8293 -2.0144 -0.28 -0.44 -1.12
O 5.8647 -0.7488 -2.9097 -0.39 -0.07 0.37
H 4.4131 -3.0171 -2.1803 0.06 -0.69 -0.06
H 6.0250 -3.9886 -2.0548 -0.62 -0.11 0.61
H 5.6443 -3.2033 -3.5073 -0.54 0.03 -0.17
H 7.2575 -1.9631 -2.2046 0.09 -0.05 0.74
H 5.9054 -1.5566 -0.9989 0.53 -0.01 0.14
H 5.1927 -0.2221 -2.4708 -0.09 0.15 -0.12
C -6.2405 3.4253 3.4524 1.43 0.79 0.31
C -6.0981 2.2838 4.4363 -3.37 -0.48 0.40
O -4.9460 1.5475 4.4029 1.68 -0.23 -0.12
H -5.7047 4.2136 3.9812 0.31 0.55 -0.72
H -7.2007 3.8580 3.1717 -0.31 -0.68 0.46
H -5.7255 3.1518 2.5315 0.11 0.19 -0.08
H -6.9442 1.6171 4.2699 -0.32 -0.44 -0.17
H -6.2861 2.5853 5.4667 0.45 0.37 0.01
H -4.9034 1.0625 3.5755 0.07 -0.06 -0.12
C 1.1794 6.0247 -3.9693 -0.32 -0.51 0.85
C 1.2743 6.6362 -5.3594 1.01 -0.30 0.79
O 0.2573 7.5418 -5.5879 -1.70 0.67 -0.43
H 1.0969 6.7801 -3.1878 0.31 0.43 -0.23
H 1.9997 5.3704 -3.6742 0.36 0.12 -0.36
H 0.2950 5.4239 -3.7572 -0.33 -0.13 -0.65
H 1.2176 5.9162 -6.1757 0.73 -0.41 0.22
H 2.1782 7.2441 -5.3988 0.43 -0.47 -0.22
H -0.3449 7.0559 -6.1561 -0.50 0.57 0.06
C -5.2602 0.1350 -2.0511 -0.27 -0.98 -1.46
C -6.1790 0.5034 -3.2512 1.04 0.08 1.02
O -7.5569 0.2491 -3.0123 0.32 0.32 0.07
H -5.0413 -0.9273 -2.1586 -0.68 -0.43 0.71
H -5.7382 0.3971 -1.1073 0.47 -0.01 0.02
H -4.2375 0.4678 -2.2285 -0.13 1.02 0.36
H -5.8330 -0.0770 -4.1065 -0.16 0.31 -0.24
H -6.0731 1.5796 -3.3877 0.23 0.01 -0.62
H -7.8692 1.1488 -2.8921 -0.81 -0.32 0.14
C 7.3326 -1.0638 2.9931 0.07 0.29 -1.30
C 7.0442 -1.6009 4.3382 -0.33 -0.38 1.52
O 5.7823 -2.2556 4.4177 -0.30 0.50 0.05
H 6.5689 -0.3641 2.6536 -0.28 0.06 0.30
H 7.3094 -1.8626 2.2517 0.34 -0.10 -0.11
H 8.2665 -0.5072 2.9147 0.20 -0.31 0.15
H 7.0504 -0.8068 5.0848 -0.37 0.15 0.01
H 7.7543 -2.3159 4.7539 0.65 -0.05 -0.52
H 5.7130 -2.8746 3.6873 -0.01 -0.18 -0.11
C -5.3921 -3.5348 2.3154 0.05 0.29 0.09
C -4.7215 -4.3816 3.3996 -0.41 0.26 -0.83
O -3.3953 -4.6592 3.0279 1.01 0.08 -0.46
H -6.4589 -3.4360 2.5165 -0.11 -0.35 -0.11
H -5.2038 -4.0094 1.3524 -0.29 -0.05 -0.02
H -5.0599 -2.5011 2.2192 0.51 -0.05 0.26
H -5.2809 -5.3171 3.3984 -0.15 0.01 0.69
H -4.6905 -3.8577 4.3549 -0.42 -0.22 0.22
H -3.1645 -5.5793 3.1757 -0.17 0.04 0.15
C -3.0489 5.5502 -0.7017 0.24 0.75 -0.02
C -2.7303 6.6492 0.2813 -1.44 1.41 -0.16
O -1.4985 7.2518 -0.0406 1.71 -0.57 0.80
H -3.0894 6.1228 -1.6283 0.07 -0.72 -0.51
H -4.0048 5.0466 -0.5576 0.12 0.00 0.21
H -2.1997 4.8675 -0.6725 -0.22 -0.24 -0.37
H -2.8415 6.3579 1.3258 0.88 -0.18 0.13
H -3.4174 7.4914 0.2000 -0.85 -0.33 -0.05
H -1.5653 7.9830 -0.6590 -0.45 -0.15 0.04
```
Positions in Å, forces in eV/Å.

Summary:
Gap between HOMO and LUMO   0.0558 hartree
Charge   +1
LUMO   -10.18 eV

Here are the Löwdin charges for atoms 1 to 5, given in e:
1. Hg 0.982
2. N -0.184
3. S 0.434
4. O -0.219
5. O -0.181